(1)
{"formula": "C4H14N2O2", "method": "the ωB97M-V functional and the def2-TZVPD basis", "elements": ["C", "C", "C", "C", "N", "N", "H", "H", "H", "H", "H", "H", "H", "H", "H", "H", "H", "H", "O", "H", "H", "O"], "positions_angstrom": [[1.50160, -0.45970, -1.44696], [0.46538, -1.56877, -0.88080], [0.07001, -1.08304, 0.47521], [-1.03130, -0.30241, 0.58118], [-1.60257, 0.01651, 1.80349], [0.89581, -1.61710, 1.53965], [1.57800, -0.51973, -2.61498], [2.42077, -0.76839, -1.01715], [1.25042, 0.58352, -1.18681], [0.80472, -2.55692, -0.81739], [-0.37417, -1.42676, -1.60251], [-1.60470, 0.21371, -0.18151], [-2.66239, 0.33315, 1.63483], [-1.37497, -0.39834, 2.72378], [1.52146, -2.33889, 1.36405], [0.58598, -1.38374, 2.44942], [-0.24119, 2.04066, -1.66440], [-1.78667, 1.87061, -1.83160], [-0.87552, 1.56059, -2.08184], [0.19663, 1.54729, 0.64191], [0.89317, 2.89639, 0.99334], [0.58878, 2.38880, 0.24874]], "forces_ev_per_angstrom": [[-0.6947, -1.5892, -2.0259], [-0.5202, 4.7763, -1.5578], [-0.2876, -0.9837, -0.2752], [1.0671, -1.2202, 1.2912], [-3.7694, 2.0770, 1.2698], [-2.7909, 2.8348, -1.3772], [-0.0401, 0.0202, 2.1364], [1.3296, 0.3497, 0.1856], [0.0093, -0.9301, 0.0794], [0.7706, -1.3729, -0.3873], [0.2937, -0.7948, 0.8480], [0.7302, -0.8210, -0.6332], [3.4360, -1.1839, 1.3204], [-0.4560, 0.1838, -1.3847], [0.8029, -1.2256, -0.1688], [0.2736, -0.3257, 0.8313], [2.5447, 2.5419, 2.2916], [1.8219, -0.1272, -0.2607], [-4.5360, -2.2443, -2.1928], [0.6754, 1.2867, -0.6806], [0.1755, 0.3068, 0.4153], [-0.8357, -1.5587, 0.2753]], "total_energy_ha": -420.7238, "smiles": "CC/C(N)=C/N.O.O", "e_lumo_ha": 0.0252, "charge": 0, "fmax_ha_per_bohr": 0.107, "gap_ha": 0.27675}

(2)
{"formula": "C25H21CuNOPS4Sb", "method": "the ωB97M-V functional and the def2-TZVPD basis", "elements": ["Cu", "O", "C", "C", "C", "C", "C", "C", "C", "P", "C", "C", "C", "C", "C", "C", "C", "C", "C", "C", "C", "C", "H", "H", "H", "H", "H", "H", "H", "H", "H", "H", "H", "H", "H", "H", "S", "Sb", "S", "S", "S", "C", "C", "C", "C", "N", "C", "C", "H", "H", "H", "H", "H", "H", "H"], "positions_angstrom": [[-1.54222, -0.99966, 0.31945], [-2.16406, -0.08535, 2.68664], [-1.15497, -0.54023, 2.17677], [0.23362, -0.60004, 2.70089], [0.50875, -0.62771, 4.07746], [1.79871, -0.87129, 4.50944], [2.83311, -1.08465, 3.59450], [2.55209, -1.05390, 2.23633], [1.26603, -0.79542, 1.77386], [0.64425, -0.80174, -0.00732], [1.43487, 0.74924, -0.62605], [1.66912, 0.97008, -1.98040], [2.22200, 2.16721, -2.42398], [2.54647, 3.17309, -1.52381], [2.31352, 2.96789, -0.16953], [1.76803, 1.76853, 0.27161], [1.67390, -2.20456, -0.59700], [2.92934, -2.02806, -1.16989], [3.67988, -3.12427, -1.58403], [3.17094, -4.40869, -1.43969], [1.91743, -4.58488, -0.86612], [1.17775, -3.49451, -0.43352], [-0.30487, -0.48215, 4.77792], [2.00815, -0.90653, 5.57392], [3.83987, -1.28222, 3.94038], [3.34918, -1.23154, 1.52197], [1.40959, 0.19427, -2.69253], [2.38851, 2.31044, -3.48486], [2.97381, 4.10619, -1.87242], [2.56287, 3.73741, 0.55157], [1.60050, 1.62525, 1.33198], [3.33567, -1.03053, -1.29648], [4.65471, -2.96991, -2.03282], [3.73677, -5.26361, -1.79178], [1.48285, -5.57333, -0.78686], [0.18999, -3.64966, -0.00736], [-4.41623, -2.07327, -2.89256], [-2.42925, -2.84834, -2.02031], [-0.85808, -1.02990, -2.32144], [-2.61209, -3.02270, 0.34389], [-1.60729, -4.79182, -2.90571], [-4.89522, 4.49649, -0.53718], [-4.04745, 3.25470, -0.44121], [-4.45006, 2.05966, -1.00486], [-3.65423, 0.92324, -0.86728], [-2.50424, 0.93687, -0.19807], [-2.11192, 2.08854, 0.34039], [-2.83564, 3.26509, 0.23951], [-5.67279, 4.38684, -1.29326], [-4.29026, 5.36892, -0.79144], [-5.38598, 4.70630, 0.41631], [-5.37600, 1.98576, -1.56315], [-3.93632, -0.02169, -1.33187], [-1.16714, 2.06827, 0.87234], [-2.45599, 4.17192, 0.69762]], "forces_ev_per_angstrom": [[0.1839, 0.0738, -0.5601], [1.1081, 0.1769, 1.0744], [-1.4104, 0.1072, -0.7566], [0.3658, 0.0756, 0.7475], [0.0159, -0.0425, -0.3884], [0.1499, 0.0124, 0.2279], [-0.4040, 0.0610, -0.0687], [0.2519, 0.0942, -0.0620], [-0.4292, 0.0297, -0.0991], [0.7923, -0.1602, 0.4085], [0.0751, -0.2154, 0.3180], [0.0234, -0.0462, -0.2705], [-0.0650, -0.0520, 0.0697], [-0.0431, -0.0778, 0.0263], [-0.0423, -0.0814, -0.0279], [-0.0240, 0.0509, -0.0096], [0.0619, 0.3291, -0.1040], [0.1937, -0.0382, 0.0100], [-0.0963, 0.0115, 0.0387], [-0.0760, 0.1184, 0.0382], [0.0160, -0.0305, 0.0003], [-0.1419, -0.0281, -0.0350], [-0.0150, 0.0002, 0.0037], [0.0180, -0.0003, -0.0128], [0.0176, -0.0221, 0.0207], [-0.0240, -0.0130, -0.0160], [-0.0029, 0.0462, 0.0344], [0.0050, -0.0024, 0.0005], [0.0009, -0.0056, 0.0023], [-0.0130, 0.0130, 0.0024], [0.0187, 0.0033, 0.0017], [-0.0376, -0.0176, -0.0233], [0.0014, 0.0086, -0.0078], [-0.0063, 0.0043, 0.0106], [0.0096, 0.0134, 0.0040], [-0.0239, 0.0419, -0.0725], [-0.0436, -0.0171, 0.0052], [0.0026, 0.0182, -0.3466], [-0.3595, -0.3125, -0.1406], [-0.0010, 0.0555, -0.1648], [0.0727, -0.0696, 0.0128], [0.0226, 0.0069, -0.0154], [-0.1077, 0.1973, 0.0225], [0.0689, -0.3094, -0.0707], [-0.0567, 0.0011, -0.1817], [-0.2235, 0.0096, 0.2730], [0.0359, 0.1346, -0.0098], [0.1515, -0.1193, 0.0405], [0.0160, -0.0207, -0.0046], [0.0093, -0.0091, -0.0003], [0.0138, -0.0201, 0.0120], [0.0161, -0.0056, 0.0144], [-0.0470, 0.0385, 0.0098], [-0.0157, -0.0022, 0.0408], [-0.0086, -0.0142, -0.0219]], "total_energy_ha": -4910.1997, "e_lumo_ha": [0.1563, 0.1561], "spin_multiplicity": 2, "s2": 0.765, "charge": -2, "fmax_ha_per_bohr": 0.031, "gap_ha": [0.17440, 0.19931]}

(3)
{"formula": "C35H52OP3PmSb", "method": "the ωB97M-V functional and the def2-TZVPD basis", "elements": ["Pm", "P", "P", "P", "H", "C", "C", "H", "C", "C", "C", "C", "C", "C", "C", "C", "C", "H", "H", "H", "H", "H", "H", "H", "H", "H", "H", "H", "H", "H", "H", "H", "H", "H", "H", "H", "H", "H", "H", "H", "H", "H", "H", "H", "H", "H", "C", "C", "C", "C", "C", "C", "O", "H", "H", "H", "H", "H", "H", "C", "C", "C", "C", "C", "C", "Sb", "C", "C", "C", "C", "C", "C", "C", "C", "C", "C", "C", "C", "H", "H", "H", "H", "H", "H", "H", "H", "H", "H", "H", "H", "H", "H", "H"], "positions_angstrom": [[-1.07648, -0.94826, 0.07757], [-2.19367, 1.58547, 0.70852], [-1.27475, -2.18644, 2.47274], [-3.39181, -1.62317, -1.45519], [2.36312, -0.65425, -2.96352], [1.55316, -0.82941, -3.69291], [0.60705, 0.08991, -3.91796], [0.54875, 0.99961, -3.29870], [-1.57963, 3.10826, 1.54604], [-3.71884, 1.29868, 1.69061], [-2.83610, 2.35002, -0.85178], [-0.48021, -3.81304, 2.58906], [-0.54074, -1.30505, 3.88761], [-2.99529, -2.54057, 2.97580], [-3.43860, -0.93525, -3.16597], [-5.00168, -1.03198, -0.80213], [-3.84752, -3.35932, -1.82330], [1.61185, -1.77235, -4.23438], [-0.19954, -0.01623, -4.66132], [-0.85032, 3.63720, 0.91523], [-1.10100, 2.83922, 2.49794], [-2.43426, 3.77314, 1.74537], [-3.43139, 0.92374, 2.67890], [-4.37625, 0.56445, 1.21791], [-4.25138, 2.24685, 1.80670], [-1.98348, 2.74116, -1.42911], [-3.52275, 3.17460, -0.61035], [-3.36016, 1.60807, -1.47409], [-0.62862, -4.19563, 3.60188], [0.59103, -3.74663, 2.35024], [-0.97097, -4.51273, 1.90573], [-0.45225, -1.99892, 4.73202], [-1.16424, -0.44274, 4.15923], [0.46048, -0.94603, 3.61318], [-2.97378, -3.22195, 3.83343], [-3.56249, -2.99041, 2.14839], [-3.50335, -1.61404, 3.26217], [-4.10310, -1.53500, -3.80386], [-2.43300, -0.95932, -3.59960], [-3.77840, 0.10712, -3.16591], [-5.82401, -1.44138, -1.40200], [-5.05023, 0.06226, -0.81011], [-5.12255, -1.38140, 0.22930], [-4.75719, -3.32696, -2.43091], [-4.00294, -3.92151, -0.89801], [-3.06760, -3.85028, -2.40518], [0.19222, -3.45247, -1.88194], [0.36328, -4.43309, -0.90812], [-0.07770, -5.72194, -1.21687], [-0.54298, -6.02474, -2.49745], [-0.61183, -5.03338, -3.48840], [-0.20307, -3.72682, -3.19020], [0.13654, -2.11047, -1.37756], [0.30551, -1.34857, -2.04460], [0.76533, -4.17835, 0.08780], [0.04370, -6.50887, -0.47480], [-0.81813, -7.05034, -2.75857], [-0.89313, -5.29092, -4.49522], [-0.23237, -2.96496, -3.95933], [2.96367, 3.25484, 4.92950], [1.74065, 2.57943, 4.80621], [1.38467, 1.97376, 3.59133], [2.24765, 2.05441, 2.49291], [3.48957, 2.68373, 2.62711], [3.83936, 3.30517, 3.83691], [1.59272, 1.33289, 0.51561], [1.55791, 3.37065, -0.33955], [1.49300, 3.51241, -1.73200], [1.43543, 4.78843, -2.30829], [1.46302, 5.93225, -1.49736], [1.55425, 5.78960, -0.10285], [1.59354, 4.50941, 0.46673], [3.57977, 0.76303, -0.20894], [4.37436, 1.60930, -0.99394], [5.62395, 1.17505, -1.45377], [6.10181, -0.09655, -1.11492], [5.31644, -0.93323, -0.29739], [4.05963, -0.50104, 0.14555], [3.23361, 3.73472, 5.87080], [1.06043, 2.52064, 5.65854], [0.42253, 1.45847, 3.51203], [4.19266, 2.71891, 1.79265], [4.79700, 3.82021, 3.91952], [1.49275, 2.63289, -2.37776], [1.36736, 4.88924, -3.39516], [1.42515, 6.92729, -1.94190], [1.58641, 6.66745, 0.54491], [1.65972, 4.42128, 1.55670], [4.02629, 2.61499, -1.25871], [6.22829, 1.83764, -2.08709], [7.07303, -0.43456, -1.46524], [5.68175, -1.91659, -0.01585], [3.45939, -1.16075, 0.77973]], "forces_ev_per_angstrom": [[0.8784, 0.8508, -0.0055], [-1.0179, 1.9967, -0.0484], [-0.2705, -0.9858, 1.9800], [-1.8409, -0.1668, -1.3449], [-0.4307, -0.0118, -0.3294], [0.2841, 0.2351, 0.2514], [-0.5972, -0.0417, 0.5718], [0.2368, -0.2927, -0.5074], [0.3697, -0.2868, 0.1228], [0.1389, -0.3318, -0.0226], [0.1601, -0.3744, -0.1017], [0.0692, -0.2591, -0.3679], [0.0827, 0.3317, -0.1805], [-0.1301, 0.1799, -0.2283], [0.4722, 0.2047, 0.0001], [0.1168, 0.0828, 0.3497], [0.4732, -0.1102, 0.2739], [0.0310, 0.3213, -0.0977], [0.5710, -0.0831, 0.2843], [-0.1898, -0.2250, 0.1825], [-0.1014, 0.2093, -0.2286], [0.2231, -0.2855, -0.1198], [-0.1334, 0.1270, -0.0400], [0.0424, 0.1406, 0.1257], [0.0089, -0.1578, 0.0032], [-0.2616, -0.0408, 0.1798], [0.2099, -0.2497, -0.0609], [0.0921, 0.3018, 0.1770], [0.1675, 0.0827, -0.0174], [-0.3025, -0.1046, 0.1941], [0.1648, 0.0441, -0.0125], [-0.0911, 0.2065, -0.1080], [0.1978, -0.2145, 0.0400], [-0.1746, -0.0636, 0.1834], [-0.1100, 0.0914, -0.1553], [0.1515, -0.0479, 0.2832], [0.0672, -0.1311, 0.0256], [0.1236, 0.1791, 0.2896], [-0.1527, -0.0202, -0.0772], [0.0446, -0.2327, 0.0124], [0.2358, 0.1273, 0.0599], [-0.0608, -0.2203, -0.0392], [-0.1242, 0.0525, -0.1290], [0.0543, -0.0607, 0.2465], [-0.1216, -0.0097, -0.1910], [0.0795, -0.0245, 0.0514], [-0.6604, -0.2563, -0.0487], [-0.5357, 0.3559, 0.1100], [0.6723, -0.1509, -0.2333], [-0.1682, 0.0562, -0.2534], [0.9734, 0.0033, 0.7904], [-0.4172, -0.3549, 0.3193], [0.8404, 1.2885, -1.1167], [0.5838, -1.6529, -0.2240], [-0.2711, -0.1519, -0.6723], [-0.1110, 0.1161, -0.1852], [0.0205, 0.3874, 0.2154], [-0.1324, -0.0099, -0.1384], [-0.1564, 0.0698, 0.1700], [-0.1891, -0.1976, -0.3746], [0.1588, -0.0391, -0.1121], [0.2020, 0.3303, 0.1928], [-0.4186, -0.5221, -0.1462], [0.0277, 0.1727, 0.0724], [-0.3645, -0.3290, -0.0905], [1.8701, 1.4421, 0.2985], [-0.2712, -0.5919, -0.2038], [-0.1995, 0.2964, 0.0692], [0.0180, 0.0473, 0.1419], [0.0636, -0.3813, 0.3357], [-0.0612, -0.2834, -0.4477], [-0.0142, 0.1455, 0.2949], [-0.3518, -0.0264, -0.0705], [-0.1940, 0.1051, -0.0930], [0.0887, -0.1114, 0.0277], [-0.6880, 0.0061, 0.4159], [0.0035, 0.5182, -0.2780], [0.1916, -0.1646, -0.1719], [-0.0954, -0.1513, -0.2753], [0.2289, 0.0391, -0.2468], [0.2623, 0.1794, 0.0331], [-0.2209, 0.0027, 0.1728], [-0.2678, -0.1741, -0.0147], [0.0408, 0.2377, 0.1000], [0.0775, -0.0226, 0.3931], [0.0038, -0.3115, 0.0987], [0.0104, -0.2649, -0.2279], [-0.0270, 0.0157, -0.4191], [0.1431, -0.4368, 0.0907], [-0.2923, -0.3029, 0.3556], [-0.1734, 0.0700, 0.0456], [-0.0364, 0.1526, -0.0214], [0.2001, 0.1170, -0.1531]], "total_energy_ha": -3311.8100, "e_lumo_ha": [-0.3478, -0.3382], "spin_multiplicity": 5, "s2": 6.008, "charge": 3, "fmax_ha_per_bohr": 0.046, "gap_ha": [0.22550, 0.23507]}